<w>
A single C19H27N3O5S molecule, computed with wB97M-V/def2-TZVPD.

Structure (ORCA input):
```
! RIJCOSX wB97M-V def2-TZVPD def2/J DEFGRID3
* xyz 0 1
C 3.0831 1.6010 -1.5686
C 2.0076 1.0046 -2.4704
C 1.5952 -0.4108 -2.0699
C 2.6976 -1.4602 -2.2963
C 2.2084 -2.7645 -1.7295
O 1.4260 -3.5150 -2.2394
O 2.7268 -2.9551 -0.4913
C 2.1772 -3.9932 0.3068
H 3.0017 -4.5028 0.8120
H 1.6415 -4.7106 -0.3244
C 1.2015 -3.4469 1.3587
O 0.4833 -4.1714 2.0021
N 1.2661 -2.0920 1.4560
C 0.4589 -1.2134 2.1706
C 0.6260 0.1507 1.9349
C -0.1789 1.0574 2.5872
C -1.1387 0.6568 3.4943
C -1.2932 -0.7002 3.7394
C -0.5112 -1.6331 3.0809
H -0.6427 -2.6879 3.2589
H -2.0358 -1.0370 4.4457
H -1.7435 1.4024 3.9835
S 0.0476 2.7828 2.1760
O -0.9532 3.5660 2.8309
O 1.4243 3.1371 2.3350
N -0.1841 2.8133 0.5110
C -1.2242 2.2620 -0.2105
N -0.9659 1.9091 -1.3997
C -1.9892 1.3706 -2.2586
C -2.5744 0.0391 -1.7754
C -3.6296 0.1968 -0.6836
C -3.0720 0.7518 0.6256
H -2.2741 0.0970 0.9838
H -3.8672 0.7417 1.3741
C -2.5483 2.1873 0.4995
H -2.4482 2.6460 1.4812
H -3.2695 2.7755 -0.0771
H -4.0754 -0.7808 -0.4848
H -4.4248 0.8538 -1.0451
H -1.7601 -0.5923 -1.4126
H -3.0306 -0.4628 -2.6312
H -1.5080 1.2204 -3.2298
H -2.8032 2.0949 -2.3924
H 0.6792 2.8909 -0.0074
H 1.3775 0.5136 1.2503
H 1.9622 -1.6522 0.8631
H 2.8799 -1.5704 -3.3648
H 3.6175 -1.1720 -1.7898
H 1.3000 -0.4035 -1.0177
H 0.7188 -0.7043 -2.6497
H 2.3609 1.0011 -3.5030
H 1.1126 1.6277 -2.4131
H 3.2865 2.6280 -1.8615
H 4.0160 1.0458 -1.6361
H 2.7619 1.6074 -0.5279
*
```

The value obtained for the gap between HOMO and LUMO is 9.64 eV. Its SMILES is CCCCC(=O)OCC(=O)Nc1cccc(S(=O)(=O)NC2=NCCCCC2)c1.

Atomic partial charges in e from the Löwdin method, atoms 1 to 5: atom 1 (C): -0.097, atom 2 (C): -0.259, atom 3 (C): -0.195, atom 4 (C): -0.083, atom 5 (C): -0.483

=====

<x>
A single C19H27N3O5S molecule, computed with wB97M-V/def2-TZVPD.

Structure (ORCA input):
```
! RIJCOSX wB97M-V def2-TZVPD def2/J DEFGRID3
* xyz 0 1
C 1.1609 -5.8529 -3.8153
C 0.5344 -4.6054 -3.2131
O 1.5649 -3.8773 -2.5690
C 1.2667 -2.7062 -1.9593
C -0.0050 -2.1448 -1.8798
C -0.1916 -0.9481 -1.2100
C 0.8756 -0.2953 -0.6134
C 2.1491 -0.8501 -0.6959
C 2.3417 -2.0394 -1.3630
H 3.3214 -2.4849 -1.4337
H 2.9782 -0.3521 -0.2177
N 0.6208 0.8914 0.1289
S 0.6687 0.5975 1.7817
O 0.0321 1.7205 2.4152
O 1.9869 0.2527 2.2329
C -0.3768 -0.8126 1.9027
C -0.0277 -2.1325 2.0296
O -1.1442 -2.8674 2.0289
N -2.2280 -2.0560 1.9007
C -1.7994 -0.8273 1.8236
C -2.6902 0.3433 1.6783
H -3.7266 0.0300 1.7614
H -2.4518 1.0752 2.4472
H -2.5248 0.8145 0.7112
C 1.2889 -2.7915 2.1485
H 2.0433 -2.0360 2.3494
H 1.2665 -3.5292 2.9478
H 1.5314 -3.3037 1.2178
C 1.3483 2.0964 -0.2523
H 2.0419 1.8869 -1.0696
H 1.9175 2.4637 0.6088
C 0.3730 3.1949 -0.7092
O 0.5496 3.8079 -1.7420
N -0.6481 3.3598 0.1433
H -0.5990 2.8550 1.0201
C -1.7113 4.3434 -0.0188
C -1.1473 5.7596 0.0977
H -1.9467 6.4921 0.0244
H -0.6412 5.8854 1.0520
H -0.4342 5.9322 -0.7035
C -2.4369 4.1483 -1.3552
C -3.0461 2.7578 -1.4846
H -3.5673 2.6616 -2.4340
H -3.7577 2.5715 -0.6814
H -2.2642 2.0019 -1.4480
H -3.2218 4.9026 -1.4329
H -1.7230 4.3102 -2.1621
H -2.4171 4.1643 0.8003
H -1.1787 -0.5166 -1.1499
H -0.8568 -2.6276 -2.3308
H -0.2412 -4.8823 -2.4858
H 0.0773 -3.9913 -4.0006
H 1.6143 -6.4557 -3.0334
H 0.4006 -6.4393 -4.3228
H 1.9318 -5.5734 -4.5279
*
```

The value obtained for the gap between HOMO and LUMO is 9.48 eV. Its SMILES is CCOc1ccc(N(CC(=O)N[C@@H](C)CC)S(=O)(=O)c2c(C)noc2C)cc1.

Atomic partial charges in e from the Löwdin method, atoms 1 to 5: atom 1 (C): -0.063, atom 2 (C): -0.258, atom 3 (O): -0.045, atom 4 (C): -0.267, atom 5 (C): 0.006

=====

Relative to the most stable structure, the computed energies are <w> 0.0; <x> 173.3, all in kJ/mol.

=====

<w>
A 2-piece molecular cluster, C2H3I3O overall, computed with wB97M-V/def2-TZVPD.

Structure (ORCA input):
```
! RIJCOSX wB97M-V def2-TZVPD def2/J DEFGRID3
* xyz 0 1
C -2.1540 -0.7518 -0.3027
C -1.0448 -0.0426 -0.2487
O -1.0092 1.2501 0.0471
I 3.9127 1.6559 0.5831
I 4.8830 -0.7587 1.1216
I 0.8947 -0.7897 -0.7047
H -3.1535 -0.4317 -0.1623
H -2.1721 -1.7786 -0.7833
H -0.1568 1.6471 0.4499
*
```

The value obtained for the gap between HOMO and LUMO is 7.23 eV. Its SMILES is C=C(O)I.II.

Atomic partial charges in e from the Löwdin method, atoms 1 to 5: atom 1 (C): -0.055, atom 2 (C): -0.910, atom 3 (O): -0.093, atom 4 (I): -0.011, atom 5 (I): 0.017

=====

<x>
C2H3I3O as an isolated structure, computed with wB97M-V/def2-TZVPD.

Structure (ORCA input):
```
! RIJCOSX wB97M-V def2-TZVPD def2/J DEFGRID3
* xyz 0 1
C 1.3242 0.0188 -0.1330
C -1.1126 -0.0367 0.0172
O 0.0143 -0.1471 -0.6748
I -2.6145 -0.0580 -1.5429
I -1.1865 -1.9691 1.1916
I -1.2742 1.7627 1.3316
H 1.7316 -0.9040 0.1573
H 1.2054 0.8738 0.5999
H 1.9123 0.4596 -0.9468
*
```

The value obtained for the gap between HOMO and LUMO is 8.04 eV.

Atomic partial charges in e from the Löwdin method, atoms 1 to 5: atom 1 (C): -0.099, atom 2 (C): -1.692, atom 3 (O): -0.508, atom 4 (I): 0.759, atom 5 (I): 0.641

=====

Relative to the most stable structure, the computed energies are <w> 0.0; <x> 57.7, all in kJ/mol.

=====

<w>
A 4-piece molecular cluster, C4H14O3 overall, computed with wB97M-V/def2-TZVPD.

Structure (ORCA input):
```
! RIJCOSX wB97M-V def2-TZVPD def2/J DEFGRID3
* xyz -1 2
C -2.0327 1.9944 -0.2296
C -1.8176 0.4592 -0.0037
C -0.7902 0.2718 1.1054
C 0.2111 1.0796 1.4378
H -2.8003 1.9817 -1.0080
H -1.1944 2.6267 -0.5207
H -2.4794 2.3556 0.6907
H -2.7851 0.0660 0.3212
H -1.4249 0.0248 -0.9183
H -0.8505 -0.7421 1.5211
H 1.0869 0.7286 1.9840
H 0.0387 2.1474 1.5869
H 2.5266 -0.2657 -1.3927
H 1.1164 -0.3515 -0.6594
O 1.6410 -0.6499 -1.4140
H -0.3199 -1.2494 -2.6373
H -0.8353 -2.6458 -2.1426
O -1.0372 -1.8831 -2.7043
H 3.9759 -1.4590 2.1847
H 4.0576 -2.6944 1.5045
O 3.7133 -1.7948 1.2942
*
```

The value obtained for the gap between HOMO and LUMO (spin up / spin down) is 2.41 / 9.69 eV.

Atomic partial charges in e from the Löwdin method, atoms 1 to 5: atom 1 (C): -0.139, atom 2 (C): -0.251, atom 3 (C): -0.252, atom 4 (C): -0.096, atom 5 (H): 0.056

=====

<x>
A 4-piece molecular cluster, C4H14O3 overall, computed with wB97M-V/def2-TZVPD.

Structure (ORCA input):
```
! RIJCOSX wB97M-V def2-TZVPD def2/J DEFGRID3
* xyz -1 2
C 1.6697 1.3237 -1.2010
C 1.2377 0.2779 -2.1716
C 2.0408 0.0097 -3.2092
C -0.1558 -0.3274 -1.9649
H 2.6854 0.9802 -0.8977
H 1.2535 1.0655 -0.1823
H 1.5441 2.3931 -1.2934
H 2.1921 -0.9155 -3.7737
H 2.6283 0.8078 -3.6735
H -0.3774 -1.0101 -2.8143
H -0.8308 0.5790 -1.8526
H -0.2584 -0.8761 -1.0156
H -1.4961 -0.7056 1.6186
H -0.2030 -1.0296 2.2637
O -0.9955 -0.5024 2.4736
H -3.6707 0.1001 0.2562
H -2.1519 0.6074 -0.1386
O -2.7171 0.0175 0.3782
H -0.6530 -1.1903 6.4823
H -0.6967 -0.4104 5.1144
O -1.0453 -1.1943 5.6013
*
```

The value obtained for the gap between HOMO and LUMO (spin up / spin down) is 2.37 / 8.87 eV.

Atomic partial charges in e from the Löwdin method, atoms 1 to 5: atom 1 (C): -0.151, atom 2 (C): -0.458, atom 3 (C): -0.043, atom 4 (C): -0.189, atom 5 (H): 0.073

=====

Relative to the most stable structure, the computed energies are <w> 0.0; <x> 31.2, all in kJ/mol.

=====

<w>
A single C3H3ClOS molecule, computed with wB97M-V/def2-TZVPD.

Structure (ORCA input):
```
! RIJCOSX wB97M-V def2-TZVPD def2/J DEFGRID3
* xyz 0 1
C -1.7973 -0.5594 -0.0073
C -0.5532 -0.0170 -0.0069
C 2.1026 0.3254 0.0076
H -1.9438 -1.6584 -0.0144
H -0.4397 1.0618 0.0420
H 3.1212 -0.0746 -0.0257
O 1.8403 1.5160 -0.0039
S 0.9010 -0.9808 0.0053
Cl -3.2310 0.3870 0.0032
*
```

The value obtained for the gap between HOMO and LUMO is 9.45 eV. Its SMILES is O=CS/C=C/Cl.

Atomic partial charges in e from the Löwdin method, atoms 1 to 5: atom 1 (C): -0.662, atom 2 (C): -0.511, atom 3 (C): -0.573, atom 4 (H): 0.071, atom 5 (H): 0.071

=====

<x>
A single C3H3ClOS molecule, computed with wB97M-V/def2-TZVPD.

Structure (ORCA input):
```
! RIJCOSX wB97M-V def2-TZVPD def2/J DEFGRID3
* xyz 0 1
C 0.1295 -0.7157 -0.5733
C 0.0123 0.4355 0.3057
C 0.4079 0.3488 1.5505
H -1.0827 0.2297 -2.6147
H 0.2373 1.1280 2.2083
H 0.7609 -0.6409 1.8551
O 0.6632 -1.7517 -0.1745
S -0.6712 -0.9892 -2.1324
Cl -0.4572 1.9554 -0.4247
*
```

The value obtained for the gap between HOMO and LUMO is 9.73 eV. Its SMILES is C=C(Cl)C(=O)S.

Atomic partial charges in e from the Löwdin method, atoms 1 to 5: atom 1 (C): -0.817, atom 2 (C): -0.710, atom 3 (C): 0.053, atom 4 (H): -0.133, atom 5 (H): 0.055

=====

Relative to the most stable structure, the computed energies are <w> 0.0; <x> 8.7, all in kJ/mol.

=====

<w>
C5H9Br2NO2 as an isolated structure, computed with wB97M-V/def2-TZVPD.

Structure (ORCA input):
```
! RIJCOSX wB97M-V def2-TZVPD def2/J DEFGRID3
* xyz 0 1
C -0.5011 3.5189 0.6063
C 0.0846 -1.8834 -0.6535
C 1.2905 0.1668 -0.6063
C 0.6457 -0.7841 1.3368
C -2.2725 0.8169 -0.3136
N 0.2929 -0.5660 0.0105
O -1.6136 3.5927 0.7444
O 0.6280 3.3733 0.3938
Br -2.3201 0.8370 -2.1527
Br -3.1336 -0.5528 0.6534
H 0.8184 -2.6070 -0.5895
H -0.7519 -2.4031 -0.2371
H 0.1944 -1.6748 -1.6883
H 1.2895 1.1179 -0.1735
H 2.2514 -0.4833 -0.6701
H 0.9567 0.3683 -1.6856
H 1.6383 -1.1956 1.3710
H 0.4766 -0.0075 1.9919
H 0.0258 -1.6341 1.6621
*
```

The value obtained for the gap between HOMO and LUMO is 7.71 eV.

Atomic partial charges in e from the Löwdin method, atoms 1 to 5: atom 1 (C): -0.462, atom 2 (C): -0.091, atom 3 (C): -0.145, atom 4 (C): -0.137, atom 5 (C): -1.089

=====

<x>
A 2-piece molecular cluster, C5H9Br2NO2 overall, computed with wB97M-V/def2-TZVPD.

Structure (ORCA input):
```
! RIJCOSX wB97M-V def2-TZVPD def2/J DEFGRID3
* xyz 0 1
C 2.4988 0.1809 -0.6800
C 0.2477 1.2054 -1.6460
C -1.6025 0.1040 1.9936
C 1.2457 1.0640 -0.6866
C -1.7394 -0.5681 0.6949
N -0.7979 -1.3655 0.2980
O 0.1949 -1.5342 1.0092
O -0.9000 -1.9901 -0.9288
Br 1.2572 2.4129 0.6445
Br -3.2740 -0.4281 -0.2253
H 2.4505 -0.3490 0.1889
H 2.4273 -0.4667 -1.5018
H 3.4735 0.7586 -0.7080
H -0.2687 -2.6973 -1.1231
H -0.0253 0.4796 -2.3917
H -0.4571 2.1080 -1.7125
H -1.7229 -0.3532 2.9479
H -2.4557 0.8354 1.8751
H -0.5523 0.6032 1.9519
*
```

The value obtained for the gap between HOMO and LUMO is 9.06 eV. Its SMILES is C/C(Br)=[N+](\[O-])O.C=C(C)Br.

Atomic partial charges in e from the Löwdin method, atoms 1 to 5: atom 1 (C): -0.129, atom 2 (C): -0.063, atom 3 (C): -0.100, atom 4 (C): -0.774, atom 5 (C): -0.813

=====

Relative to the most stable structure, the computed energies are <w> 0.0; <x> 109.2, all in kJ/mol.

=====

<w>
A 11-piece molecular cluster, C5H29NO11 overall, computed with wB97M-V/def2-TZVPD.

Structure (ORCA input):
```
! RIJCOSX wB97M-V def2-TZVPD def2/J DEFGRID3
* xyz 0 1
C 0.9087 0.6821 -1.7697
N 0.7511 -0.6349 -1.3217
C 1.4883 -1.1461 -0.0019
C 1.7059 -2.6384 -0.2203
C 1.5960 -2.7622 -1.7368
C 0.5330 -1.8032 -2.2102
O 1.3903 1.6424 -1.2001
H 0.5400 0.7511 -2.8171
H 2.3052 -0.4556 0.2868
H 0.9495 -0.9021 0.9384
H 0.9162 -3.2346 0.2816
H 2.7092 -2.9336 0.2461
H 1.3743 -3.7948 -2.1343
H 2.6472 -2.5156 -1.9594
H -0.4564 -2.1519 -2.0511
H 0.6115 -1.5627 -3.3378
H -0.0563 0.3710 3.3288
H -0.3252 1.2708 1.9370
O -0.4485 0.4125 2.3848
H 4.6816 0.3200 -0.7435
H 3.8883 -0.3937 0.4440
O 4.4618 -0.5532 -0.4407
H -2.6887 0.8275 -0.9731
H -3.9953 1.7172 -0.8779
O -3.0109 1.6097 -0.6430
H -3.2932 -1.2643 -1.8396
H -2.6043 -1.6532 -0.4736
O -3.1188 -0.9546 -0.9836
H 4.0453 2.6789 0.0971
H 2.6504 2.2461 -0.2086
O 3.3449 2.1628 0.4905
H -2.6418 -1.2848 1.9854
H -1.1741 -1.5119 1.4182
O -2.0417 -1.9402 1.6458
H -0.7366 4.1338 2.0999
H 0.7114 3.7076 2.1458
O -0.0690 3.5049 2.5870
H 0.3982 3.6313 -0.2867
H -1.0805 3.1912 -0.3496
O -0.4576 3.9359 -0.1297
H -2.1498 0.3990 2.2982
H -3.3637 1.0952 1.6002
O -3.0742 0.5263 2.2231
H -2.1790 -2.7903 0.2875
H -1.8524 -4.2677 -0.1887
O -2.2863 -3.4933 -0.4677
*
```

The value obtained for the gap between HOMO and LUMO is 10.19 eV. Its SMILES is O=CN1CCCC1.O.O.O.O.O.O.O.O.O.O.

Atomic partial charges in e from the Löwdin method, atoms 1 to 5: atom 1 (C): -0.269, atom 2 (N): -0.020, atom 3 (C): -0.109, atom 4 (C): -0.177, atom 5 (C): -0.188

=====

<x>
A 11-piece molecular cluster, C5H29NO11 overall, computed with wB97M-V/def2-TZVPD.

Structure (ORCA input):
```
! RIJCOSX wB97M-V def2-TZVPD def2/J DEFGRID3
* xyz 0 1
O -0.4696 -0.0704 1.6162
C 0.4876 0.6389 1.5132
C 1.4943 0.2819 0.3846
C 1.0983 -0.9671 -0.2700
C -0.2640 -0.9127 -0.8789
C -0.5440 -1.6499 -2.0029
N 1.8424 1.3699 -0.6060
H 1.1030 1.3626 2.2526
H 2.4769 0.1241 0.9652
H 1.1546 -1.9863 0.4084
H 1.7330 -1.4585 -0.9513
H -0.9709 -0.4132 -0.4239
H -1.6675 -1.9409 -2.1835
H 0.2580 -2.1204 -2.7001
H 1.3677 1.6987 -1.3239
H 2.1188 2.1468 -0.1474
H -2.3431 2.5728 0.3049
H -2.3811 1.6702 -0.7912
O -1.9540 2.4544 -0.5979
H 3.9376 0.8974 -0.8210
H 4.0613 0.2572 -2.2201
O 4.3674 0.1896 -1.2748
H -3.4918 0.4719 1.5177
H -2.4964 -0.2700 0.8225
O -3.3499 0.0620 0.6659
H -0.1468 -4.3316 -1.4389
H -0.9738 -3.5459 -0.3928
O -0.0962 -4.0540 -0.5290
H 1.0144 3.9743 1.7138
H 1.6956 2.6426 2.2198
O 1.1980 3.0665 1.4965
H 1.2585 0.7397 -3.1400
H 2.1379 -0.4098 -2.6338
O 2.0357 0.1742 -3.3234
H -0.4373 2.1880 -3.0145
H -0.7832 2.7312 -1.6679
O -0.1020 2.5255 -2.3578
H 0.6150 -1.1956 2.7121
H 0.8209 -2.5251 3.6342
O 1.2827 -1.9115 3.0396
H -3.0177 1.6436 2.9577
H -2.4159 0.3122 3.2201
O -3.2717 0.8599 3.2199
H -3.5989 -2.7225 -0.0338
H -2.5621 -1.7524 -0.0682
O -2.7649 -2.6334 -0.3315
*
```

The value obtained for the gap between HOMO and LUMO is 8.51 eV. Its SMILES is C=CC[C@@H](N)C=O.O.O.O.O.O.O.O.O.O.O.

Atomic partial charges in e from the Löwdin method, atoms 1 to 5: atom 1 (O): 0.015, atom 2 (C): -0.186, atom 3 (C): -0.286, atom 4 (C): -0.183, atom 5 (C): -0.185

=====

Relative to the most stable structure, the computed energies are <w> 0.0; <x> 476.0, all in kJ/mol.